(1)
The following is a DFT calculation (ωB97M-V with the def2-TZVPD basis set) of CH2F2IP as an isolated structure at a distorted geometry.

Values from the calculation:
Lowest unoccupied orbital energy, eV: -0.61
Charge: 0
DFT total energy, a.u.: -877.9989
Strongest force on any atom, eV/A: 2.50
HOMO-LUMO gap, eV: 8.9

Last column: Löwdin charge in e.
CARTESIAN COORDINATES (ANGSTROEM)
C1 0.8394 0.3794 0.0491  -1.09
F1 1.3575 1.4384 0.6910  -0.03
F2 0.7269 0.7321 -1.2223  -0.06
P1 -1.2697 -0.3720 0.6352  0.70
I1 2.1234 -1.3573 0.1975  0.75
H1 -1.4149 -1.3416 -0.4404  -0.14
H2 -2.3625 0.5209 0.0900  -0.13



(2)
The following is a DFT calculation (ωB97M-V with the def2-TZVPD basis set) of a 6-piece molecular cluster, C24H36O18 overall at a distorted geometry.

Values from the calculation:
SMILES: C[C@H]1COC(=O)O1.C[C@H]1COC(=O)O1.C[C@H]1COC(=O)O1.C[C@H]1COC(=O)O1.C[C@H]1COC(=O)O1.C[C@H]1COC(=O)O1
Lowest unoccupied orbital energy, eV: 0.26
Charge: 0
DFT total energy, a.u.: -2290.4903
Strongest force on any atom, eV/A: 2.41
HOMO-LUMO gap, eV: 10.5

Last column: Löwdin charge in e.
CARTESIAN COORDINATES (ANGSTROEM)
C1 -2.5651 -6.9809 -0.3580  -0.02
C2 -1.6418 -5.8548 -0.8299  -0.29
C3 -2.0701 -5.4064 -2.2658  -0.06
O1 -2.4953 -4.0296 -2.1214  0.04
C4 -2.1296 -3.6354 -0.8767  -0.57
O2 -2.1917 -2.4939 -0.5555  0.17
O3 -1.8406 -4.6549 -0.0986  0.12
H1 -2.4655 -7.7397 -1.1359  0.09
H2 -3.5820 -6.5980 -0.3226  0.09
H3 -2.2453 -7.4073 0.5899  0.08
H4 -0.5929 -6.1346 -0.8855  0.15
H5 -2.9324 -5.9129 -2.6909  0.13
H6 -1.1988 -5.4663 -2.9150  0.13
C5 4.7266 3.8276 -0.2088  -0.02
C6 5.9097 3.3528 -1.0331  -0.32
C7 7.0533 4.3583 -1.0628  -0.09
O4 8.2131 3.5334 -0.8825  0.07
C8 7.8405 2.3038 -0.4683  -0.57
O5 8.5983 1.4547 -0.1286  0.17
O6 6.5042 2.1720 -0.4977  0.09
H7 5.0894 4.1152 0.7767  0.09
H8 3.9780 3.0370 -0.1181  0.08
H9 4.1634 4.6377 -0.6724  0.07
H10 5.6264 3.0086 -2.0335  0.16
H11 7.0769 5.0237 -0.1891  0.13
H12 7.0583 5.0802 -1.8789  0.14
C9 0.9401 5.0489 -0.5162  -0.01
C10 0.3904 4.8477 0.8638  -0.31
C11 -1.0664 5.2816 1.1990  -0.07
O7 -1.5510 4.1667 1.9385  0.07
C12 -0.6265 3.2025 2.0711  -0.56
O8 -0.7833 2.1516 2.5928  0.17
O9 0.4606 3.4875 1.3073  0.06
H13 0.8520 6.1151 -0.7342  0.10
H14 0.3689 4.5400 -1.2978  0.09
H15 1.9515 4.6835 -0.6709  0.06
H16 0.9216 5.3683 1.6698  0.15
H17 -1.7236 5.3727 0.3331  0.14
H18 -1.0246 6.2073 1.7660  0.13
C13 -5.2172 -1.4294 -1.4021  0.00
C14 -4.2022 -0.9687 -2.4457  -0.32
C15 -3.8674 -1.8657 -3.6427  -0.07
O10 -4.0857 -0.9988 -4.7696  0.06
C16 -4.4432 0.2485 -4.3607  -0.59
O11 -4.6736 1.1669 -5.0707  0.16
O12 -4.5644 0.2814 -3.0384  0.09
H19 -5.2175 -0.8610 -0.4816  0.09
H20 -4.9980 -2.4961 -1.3400  0.08
H21 -6.2021 -1.3362 -1.8720  0.09
H22 -3.2507 -0.8942 -1.9186  0.10
H23 -4.5252 -2.7338 -3.6605  0.13
H24 -2.8068 -2.0833 -3.6648  0.11
C17 -0.3499 -2.5146 6.2418  -0.02
C18 -0.5727 -1.4181 5.2152  -0.33
C19 0.4110 -0.2406 5.2856  -0.10
O13 0.9193 -0.1667 3.9732  0.08
C20 0.5215 -1.1947 3.2337  -0.54
O14 0.8840 -1.4703 2.1313  0.16
O15 -0.3854 -1.9728 3.9053  0.08
H25 -0.4930 -2.1813 7.2667  0.09
H26 0.6936 -2.8330 6.1635  0.09
H27 -0.9601 -3.3435 5.8862  0.09
H28 -1.5623 -0.9533 5.2649  0.15
H29 1.1438 -0.5029 6.0594  0.13
H30 -0.0116 0.7055 5.6191  0.13
C21 1.5153 0.6309 -0.2579  0.00
C22 0.3192 -0.2213 -0.6870  -0.28
C23 -0.6071 0.3023 -1.7561  -0.12
O16 -0.9016 -0.7762 -2.6015  0.06
C24 0.0829 -1.6867 -2.4804  -0.57
O17 0.2061 -2.7240 -3.0508  0.16
O18 0.8346 -1.3750 -1.4155  0.08
H31 2.4428 0.0758 -0.3348  0.09
H32 1.3007 1.0247 0.7332  0.07
H33 1.5542 1.5062 -0.9150  0.07
H34 -0.2346 -0.6519 0.1460  0.13
H35 -0.1877 1.1520 -2.3100  0.13
H36 -1.5058 0.7364 -1.3082  0.14



(3)
The following is a DFT calculation (ωB97M-V with the def2-TZVPD basis set) of a 7-piece molecular cluster, C39H75BBr4F4N3O8 overall at a distorted geometry.

Values from the calculation:
Lowest unoccupied orbital energy, eV: 2.26
Charge: -1
DFT total energy, a.u.: -13017.6910
Strongest force on any atom, eV/A: 1.71
HOMO-LUMO gap, eV: 7.0

Last column: Löwdin charge in e.
CARTESIAN COORDINATES (ANGSTROEM)
C1 -1.3060 -3.3273 2.5195  0.15
C2 -1.5108 -2.6843 1.5349  -0.02
C3 -2.0008 -2.2680 0.1961  -0.39
C4 -2.3159 -3.4481 -0.6992  -0.07
C5 -1.2432 -4.5340 -0.7304  -0.14
C6 -0.3184 -4.4579 -1.9569  -0.78
F1 -0.6170 -3.4524 -2.7893  -0.01
Br1 -0.4158 -6.1662 -2.9579  0.77
C7 1.1695 -4.2862 -1.5390  -0.94
F2 1.2422 -3.2901 -0.6630  0.08
F3 1.6428 -5.3960 -0.9578  0.03
Br2 2.3131 -3.8455 -3.0521  0.80
O1 -1.0247 -1.4702 -0.3793  0.00
B1 -1.2125 -0.0342 0.0118  -0.82
C8 -0.1498 0.5217 1.1412  -0.02
C9 1.2873 0.2331 0.8340  -0.23
C10 2.1416 1.1745 0.2528  -0.06
C11 3.4663 0.9061 -0.0752  -0.05
C12 4.0089 -0.3476 0.1761  -0.28
C13 5.4297 -0.7165 -0.1977  -0.06
C14 3.1760 -1.2765 0.7940  -0.06
C15 1.8528 -1.0023 1.1175  -0.04
C16 -1.2938 0.7763 -1.4263  -0.55
Br3 0.2046 0.2201 -2.5773  0.75
C17 -1.4420 2.3030 -1.2698  -0.70
C18 -0.4186 3.1822 -1.9630  -0.20
Br4 -3.2374 2.8529 -1.9226  0.68
O2 -2.5382 -0.1312 0.7241  0.06
C19 -3.2101 -1.2660 0.3995  -0.40
F4 -3.8457 -0.9894 -0.8408  0.03
C20 -4.2489 -1.6148 1.4596  -0.01
C21 -5.6831 -1.8036 0.9732  -0.64
N1 -5.7992 -2.8387 -0.0503  0.09
N2 -6.2901 -0.5256 0.5606  0.08
N3 -6.4503 -2.2962 2.1473  0.06
H1 -1.1868 -3.9026 3.4018  0.03
H2 -3.2158 -3.9145 -0.2902  0.12
H3 -2.5840 -3.0805 -1.6839  0.14
H4 -0.6288 -4.5562 0.1650  0.11
H5 -1.7461 -5.4917 -0.7712  0.08
H6 -0.2866 1.5865 1.3259  0.10
H7 -0.3930 -0.0228 2.0538  0.10
H8 1.7589 2.1659 0.0345  0.09
H9 4.0446 1.6863 -0.5414  0.08
H10 5.7463 -1.5590 0.4136  0.07
H11 5.4150 -1.0682 -1.2308  0.07
H12 6.0942 0.1353 -0.1350  0.06
H13 3.5956 -2.2532 1.0193  0.10
H14 1.2319 -1.7626 1.5720  0.10
H15 -2.1836 0.4160 -1.9259  0.04
H16 -1.4346 2.5497 -0.2135  0.07
H17 -0.2720 2.9371 -3.0056  0.03
H18 -0.7863 4.2074 -1.9358  0.05
H19 0.5115 3.1889 -1.4008  0.06
H20 -3.9873 -2.5169 2.0013  0.11
H21 -4.2814 -0.7978 2.1724  0.12
H22 -6.4994 -2.6026 -0.7356  0.07
H23 -4.9241 -3.0314 -0.5094  0.04
H24 -6.1200 -0.3852 -0.4305  0.07
H25 -7.2987 -0.6020 0.6400  0.06
H26 -7.1931 -2.8958 1.8068  0.06
H27 -6.9226 -1.5052 2.5766  0.06
C22 -2.3091 1.4304 4.8942  -0.06
C23 -2.9608 2.3950 3.9204  -0.50
C24 -4.4610 2.5094 4.1638  -0.06
O3 -2.7017 1.9511 2.6009  -0.04
H28 -2.7287 0.4276 4.7698  0.08
H29 -1.2412 1.3586 4.6856  0.08
H30 -2.4467 1.7386 5.9345  0.08
H31 -2.5053 3.3849 4.0110  0.12
H32 -4.9419 1.5362 4.0319  0.08
H33 -4.9132 3.1936 3.4445  0.08
H34 -4.6753 2.8698 5.1731  0.07
H35 -3.0776 1.0695 2.4871  0.06
C25 4.7488 -7.0598 -5.5028  -0.06
C26 3.8422 -7.9882 -4.7071  -0.50
C27 2.4152 -7.9555 -5.2355  -0.07
O4 3.8597 -7.6261 -3.3304  -0.06
H36 4.4000 -6.0268 -5.4223  0.08
H37 5.7660 -7.0914 -5.1104  0.08
H38 4.7728 -7.3359 -6.5587  0.08
H39 4.2285 -9.0078 -4.7594  0.13
H40 1.9979 -6.9489 -5.1460  0.06
H41 1.7783 -8.6226 -4.6535  0.08
H42 2.3724 -8.2574 -6.2840  0.08
H43 3.5207 -6.7257 -3.2702  0.05
C28 -1.5591 7.0675 5.2388  -0.07
C29 -0.1552 6.6008 4.8795  -0.51
C30 0.3329 7.2541 3.5945  -0.06
O5 -0.1308 5.1840 4.7469  -0.05
H44 -2.2655 6.7923 4.4511  0.08
H45 -1.8959 6.5891 6.1592  0.08
H46 -1.5961 8.1502 5.3740  0.07
H47 0.5294 6.8415 5.6946  0.13
H48 -0.3174 6.9845 2.7583  0.08
H49 1.3370 6.9079 3.3488  0.08
H50 0.3499 8.3422 3.6830  0.08
H51 -0.7305 4.9441 4.0312  0.08
C31 7.7426 2.0080 -3.4811  -0.07
C32 6.3395 1.4617 -3.2571  -0.49
C33 5.3630 1.9941 -4.2951  -0.06
O6 5.8857 1.7974 -1.9477  -0.07
H52 7.7462 3.0985 -3.3948  0.08
H53 8.4283 1.6198 -2.7270  0.08
H54 8.1208 1.7383 -4.4688  0.08
H55 6.3607 0.3719 -3.3009  0.14
H56 5.2952 3.0841 -4.2322  0.08
H57 4.3638 1.5957 -4.1170  0.08
H58 5.6724 1.7245 -5.3066  0.08
H59 5.8723 2.7602 -1.8989  0.09
C34 -2.1331 5.9332 -6.4222  -0.07
C35 -1.4826 4.7752 -5.6764  -0.50
C36 -1.7585 3.4460 -6.3649  -0.06
O7 -1.9488 4.7297 -4.3346  -0.10
H60 -3.2189 5.8062 -6.4495  0.08
H61 -1.9286 6.8767 -5.9145  0.07
H62 -1.7669 6.0025 -7.4487  0.07
H63 -0.4050 4.9392 -5.6188  0.14
H64 -2.8331 3.2450 -6.3887  0.08
H65 -1.2885 2.6286 -5.8171  0.08
H66 -1.3821 3.4428 -7.3902  0.08
H67 -2.9002 4.5787 -4.3452  0.05
C37 1.9933 -2.1920 6.4339  -0.06
C38 0.8875 -1.1579 6.2728  -0.50
C39 -0.3233 -1.5049 7.1288  -0.06
O8 0.5075 -1.0593 4.9084  -0.05
H68 1.6443 -3.1769 6.1106  0.08
H69 2.8503 -1.9311 5.8125  0.08
H70 2.3228 -2.2652 7.4726  0.07
H71 1.2640 -0.1736 6.5554  0.14
H72 -0.7406 -2.4698 6.8260  0.08
H73 -1.1068 -0.7573 6.9996  0.07
H74 -0.0616 -1.5583 8.1878  0.08
H75 0.1632 -1.9140 4.6257  0.06



> What is the charge in the first record?

0



> Which of these has the lowest strongest force on any atom?

C39H75BBr4F4N3O8



Repeat the first record exactly.
The following is a DFT calculation (ωB97M-V with the def2-TZVPD basis set) of CH2F2IP as an isolated structure at a distorted geometry.

Values from the calculation:
Lowest unoccupied orbital energy, eV: -0.61
Charge: 0
DFT total energy, a.u.: -877.9989
Strongest force on any atom, eV/A: 2.50
HOMO-LUMO gap, eV: 8.9

Last column: Löwdin charge in e.
CARTESIAN COORDINATES (ANGSTROEM)
C1 0.8394 0.3794 0.0491  -1.09
F1 1.3575 1.4384 0.6910  -0.03
F2 0.7269 0.7321 -1.2223  -0.06
P1 -1.2697 -0.3720 0.6352  0.70
I1 2.1234 -1.3573 0.1975  0.75
H1 -1.4149 -1.3416 -0.4404  -0.14
H2 -2.3625 0.5209 0.0900  -0.13